# 1
A cluster of 3 separate species, C16H17N3O3S in total in a non-equilibrium geometry, computed with wB97M-V/def2-TZVPD.

```
! wB97M-V def2-TZVPD RIJCOSX def2/J DEFGRID3
* xyz 0 1
C 5.27 -1.44 2.31
C 4.88 -1.29 0.95
C 4.24 -1.09 -0.59
C 2.78 -0.31 -0.36
C 1.43 -1.25 -0.23
C 0.00 -0.47 0.01
O -1.28 -1.23 0.10
C -0.94 -2.46 0.89
N -0.76 -3.66 1.32
C 0.04 1.19 0.14
N -1.08 2.17 0.40
S -0.49 3.85 0.47
N 1.23 3.66 0.15
C 1.41 2.16 0.02
C 2.83 1.32 -0.26
H 5.22 -1.27 3.49
H 4.97 -0.40 -1.23
H 4.11 -2.13 -1.14
H 1.58 -2.41 -0.32
H 3.86 1.86 -0.34
C -2.68 2.10 3.34
C -3.83 3.00 3.73
O -3.72 4.23 3.69
C -5.11 2.35 4.16
H -1.82 2.71 3.05
H -2.40 1.48 4.19
H -2.97 1.48 2.49
H -4.94 1.73 5.04
H -5.51 1.73 3.34
H -5.85 3.12 4.41
C -0.91 -2.00 -3.36
C 0.43 -2.25 -3.99
O 1.40 -2.60 -3.31
C 0.55 -2.05 -5.47
H -0.85 -2.18 -2.28
H -1.21 -0.96 -3.52
H -1.65 -2.68 -3.79
H 0.32 -1.02 -5.73
H -0.12 -2.74 -5.99
H 1.58 -2.27 -5.79
*
```

Values from the calculation:
Highest occupied orbital energy   -8.8 eV
HOMO-LUMO gap   6.8 eV
Energy relative to the best compared isomer or geometry (same formula, charge and spin)   1892.17 kJ/mol
SMILES string   C#CCc1cc(OC#N)c2nsnc2c1.CC(C)=O.CC(C)=O
LUMO energy   -1.996 eV
DFT total energy   -38297.8336 eV

Okay, here come the Mulliken numbers, in e, for every atom:
1 C -0.38
2 C -0.06
3 C -0.62
4 C 0.32
5 C -0.20
6 C 0.42
7 O -0.35
8 C 0.45
9 N -0.45
10 C 0.26
11 N -0.53
12 S 0.24
13 N -0.52
14 C 0.53
15 C -0.59
16 H 0.31
17 H 0.33
18 H 0.33
19 H 0.20
20 H 0.26
21 C -0.85
22 C 0.81
23 O -0.58
24 C -1.07
25 H 0.13
26 H 0.38
27 H 0.28
28 H 0.31
29 H 0.30
30 H 0.30
31 C -0.75
32 C 0.83
33 O -0.54
34 C -1.15
35 H 0.01
36 H 0.31
37 H 0.37
38 H 0.32
39 H 0.33
40 H 0.31

***

# 2
The molecule C14H20N4O2 in a non-equilibrium geometry, computed with wB97M-V/def2-TZVPD.

```
! wB97M-V def2-TZVPD RIJCOSX def2/J DEFGRID3
* xyz 0 1
O -2.98 -3.02 -1.17
N -1.06 -1.87 0.51
O -2.24 -1.60 -2.77
C -2.31 -2.09 -1.54
C 1.33 -4.45 3.45
C 1.12 -4.34 1.99
C 0.17 -3.84 3.98
C 0.04 -3.56 1.73
C -0.58 -3.08 0.47
N -0.48 -3.12 2.97
N -0.19 1.98 -0.79
N -1.58 -1.40 -0.68
C -1.25 -0.55 -2.77
C 0.88 1.75 0.20
C -0.49 3.38 -0.98
C -1.31 1.07 -0.79
C 2.17 2.54 -0.08
C 0.65 4.10 -1.37
C 1.82 3.98 -0.47
C -0.87 -0.29 -1.29
H 2.12 -5.01 3.97
H 1.72 -4.75 1.16
H 0.00 -3.75 5.15
H -0.46 -3.56 -0.45
H -1.36 -2.62 3.11
H -0.39 -0.91 -3.40
H -1.62 0.32 -3.40
H 0.55 2.02 1.17
H 1.17 0.70 0.27
H -1.24 3.48 -1.75
H -0.78 3.87 0.01
H -1.69 0.81 0.26
H -2.24 1.55 -1.24
H 2.81 2.13 -0.88
H 2.82 2.54 0.85
H 0.92 3.92 -2.38
H 0.29 5.16 -1.32
H 1.64 4.50 0.46
H 2.65 4.44 -0.96
H 0.24 -0.41 -1.21
*
```

Values from the calculation:
Highest occupied orbital energy   -8.3 eV
HOMO-LUMO gap   8.8 eV
Energy relative to the best compared isomer or geometry (same formula, charge and spin)   382.21 kJ/mol
SMILES string   O=C1OC[C@@H](CN2CCCCC2)N1/N=C/c1ccc[nH]1
LUMO energy   0.511 eV
DFT total energy   -24895.0057 eV

Okay, here come the Mulliken numbers, in e, for every atom:
1 O -0.64
2 N -0.65
3 O -0.33
4 C 0.54
5 C -0.52
6 C -0.43
7 C -0.37
8 C 0.00
9 C -0.15
10 N -0.07
11 N 0.39
12 N 0.40
13 C -0.62
14 C -0.72
15 C -0.66
16 C -1.14
17 C -0.67
18 C -0.60
19 C -0.79
20 C 0.68
21 H 0.38
22 H 0.37
23 H 0.27
24 H 0.56
25 H 0.28
26 H 0.24
27 H 0.29
28 H 0.40
29 H 0.29
30 H 0.37
31 H 0.28
32 H 0.24
33 H 0.41
34 H 0.34
35 H 0.32
36 H 0.36
37 H 0.29
38 H 0.32
39 H 0.32
40 H 0.03

***

# 3
A cluster of 2 separate species, C3H7N4 in total in a non-equilibrium geometry, computed with wB97M-V/def2-TZVPD.

```
! wB97M-V def2-TZVPD RIJCOSX def2/J DEFGRID3
* xyz 1 1
C -2.24 0.06 -0.26
C -1.43 -0.87 -1.11
C -0.30 1.04 0.68
N -1.69 0.81 0.54
N -0.21 -0.59 -0.90
N 0.36 0.39 -0.47
N 2.49 -0.37 0.09
H -3.32 -0.12 -0.26
H -1.75 -1.90 -1.30
H 0.10 2.02 0.75
H 0.13 0.69 1.72
H 3.06 -0.98 -0.46
H 2.28 -0.72 1.06
H 2.51 0.56 -0.09
*
```

Values from the calculation:
Highest occupied orbital energy (spin up / spin down)   -14.0 / -14.0 eV
HOMO-LUMO gap (spin up / spin down)   7.3 / 7.3 eV
Energy relative to the best compared isomer or geometry (same formula, charge and spin)   542.28 kJ/mol
LUMO energy (spin up / spin down)   -6.745 / -6.745 eV
DFT total energy   -9172.8961 eV

Okay, here come the Mulliken numbers, in e, for every atom:
1 C 0.07
2 C -0.11
3 C -0.27
4 N -0.26
5 N 0.16
6 N -0.13
7 N -0.53
8 H 0.39
9 H 0.35
10 H 0.31
11 H 0.27
12 H 0.24
13 H 0.26
14 H 0.26

***

# 4
The molecule CH3N5 in a non-equilibrium geometry, computed with wB97M-V/def2-TZVPD.

```
! wB97M-V def2-TZVPD RIJCOSX def2/J DEFGRID3
* xyz 0 1
C 0.52 -0.03 0.02
H 2.31 0.68 -0.10
H -0.23 1.99 0.46
H -0.27 -2.07 -0.02
N 1.78 -0.21 0.01
N -0.43 0.95 -0.25
N -1.71 0.53 -0.01
N -1.62 -0.74 0.06
N -0.36 -1.10 -0.17
*
```

Values from the calculation:
Highest occupied orbital energy   -9.2 eV
HOMO-LUMO gap   9.6 eV
Energy relative to the best compared isomer or geometry (same formula, charge and spin)   203.25 kJ/mol
SMILES string   N=c1[nH]nn[nH]1
LUMO energy   0.428 eV
DFT total energy   -8532.9884 eV

Okay, here come the Mulliken numbers, in e, for every atom:
1 C 0.34
2 H 0.23
3 H 0.36
4 H 0.24
5 N -0.63
6 N -0.08
7 N -0.29
8 N -0.23
9 N 0.07

***

# 5
A structure of composition C3H26F9NaO22S3 in a non-equilibrium geometry, computed with wB97M-V/def2-TZVPD.

```
! wB97M-V def2-TZVPD RIJCOSX def2/J DEFGRID3
* xyz -2 1
Na 5.80 -3.44 -2.78
C 4.69 -0.54 8.54
F 4.06 -1.69 8.48
F 4.18 0.04 9.60
F 6.04 -0.65 8.78
S 4.26 0.59 6.94
O 5.25 1.69 6.95
O 4.33 -0.23 5.72
O 2.87 1.07 7.17
C -4.38 5.82 0.38
F -4.21 7.02 0.88
F -3.73 5.76 -0.79
F -4.03 4.86 1.18
S -6.31 5.48 -0.10
O -6.69 6.58 -1.00
O -6.39 4.13 -0.72
O -7.01 5.54 1.13
C 0.40 -0.05 0.07
F 1.16 1.06 0.28
F 0.91 -1.06 0.81
F -0.78 0.22 0.54
S 0.34 -0.58 -1.81
O -0.35 0.51 -2.59
O 1.72 -0.79 -2.29
O -0.40 -1.85 -1.89
O 1.98 -6.91 1.35
H 1.50 -7.72 1.16
H 1.30 -6.24 1.37
O 3.72 -1.89 -6.53
H 3.05 -1.73 -5.86
H 3.22 -1.92 -7.35
O -2.15 -5.46 0.29
H -1.89 -5.08 -0.55
H -2.90 -4.93 0.57
O -0.88 6.47 -4.90
H -1.47 7.06 -4.44
H -1.20 5.59 -4.67
O -1.87 1.05 5.37
H -1.73 0.36 4.72
H -1.02 1.14 5.81
O 3.52 2.30 -4.71
H 4.12 1.76 -4.19
H 2.65 2.06 -4.39
O -1.55 2.19 -7.18
H -1.37 1.72 -6.37
H -0.71 2.22 -7.63
O -5.06 0.41 -2.56
H -4.17 0.60 -2.86
H -5.44 1.26 -2.36
O -0.60 -4.25 -6.74
H -0.83 -4.08 -5.83
H -0.81 -5.18 -6.87
O -2.50 -3.14 4.10
H -1.62 -3.31 3.75
H -3.09 -3.63 3.52
O -5.29 -2.62 0.68
H -6.25 -2.62 0.69
H -5.06 -1.98 0.01
O 5.29 -2.89 1.05
H 5.08 -2.09 1.54
H 5.18 -3.60 1.69
O 5.60 1.98 1.25
H 5.05 1.92 2.03
H 6.46 1.68 1.54
*
```

Values from the calculation:
Highest occupied orbital energy   -3.8 eV
HOMO-LUMO gap   3.0 eV
LUMO energy   -0.828 eV
DFT total energy   -109958.4787 eV

Okay, here come the Mulliken numbers, in e, for every atom:
1 Na 0.99
2 C 0.58
3 F -0.22
4 F -0.23
5 F -0.24
6 S 1.06
7 O -0.66
8 O -0.64
9 O -0.65
10 C 0.58
11 F -0.22
12 F -0.23
13 F -0.19
14 S 1.02
15 O -0.68
16 O -0.64
17 O -0.65
18 C 0.58
19 F -0.22
20 F -0.22
21 F -0.20
22 S 1.07
23 O -0.65
24 O -0.70
25 O -0.67
26 O -0.66
27 H 0.31
28 H 0.34
29 O -0.66
30 H 0.34
31 H 0.32
32 O -0.65
33 H 0.33
34 H 0.32
35 O -0.65
36 H 0.33
37 H 0.33
38 O -0.65
39 H 0.31
40 H 0.33
41 O -0.64
42 H 0.30
43 H 0.34
44 O -0.64
45 H 0.33
46 H 0.31
47 O -0.66
48 H 0.32
49 H 0.35
50 O -0.64
51 H 0.33
52 H 0.31
53 O -0.62
54 H 0.31
55 H 0.30
56 O -0.63
57 H 0.30
58 H 0.33
59 O -0.65
60 H 0.34
61 H 0.32
62 O -0.65
63 H 0.34
64 H 0.30

***

# 6
The ion C2H7BN4O5P with charge +1 in a non-equilibrium geometry, computed with wB97M-V/def2-TZVPD.

```
! wB97M-V def2-TZVPD RIJCOSX def2/J DEFGRID3
* xyz 1 1
N 1.21 -2.76 0.72
B 0.36 -1.68 0.04
O -0.94 -1.98 -0.66
N 0.79 -0.19 -0.03
N 2.16 0.08 -0.18
C 2.24 1.59 -0.23
O 3.58 2.17 -0.39
N 0.86 2.19 -0.13
C -0.15 1.03 0.00
P -2.06 1.10 0.18
O -2.42 2.47 0.93
O -2.59 -0.20 1.25
O -2.93 1.10 -1.33
H 1.73 -2.37 1.55
H 0.63 -3.59 1.00
H -1.16 -2.95 -0.53
H 4.06 1.52 -1.02
H 0.64 3.22 -0.16
H -3.05 -0.90 0.70
H -2.96 0.16 -1.69
*
```

Values from the calculation:
Highest occupied orbital energy   -14.2 eV
HOMO-LUMO gap   8.4 eV
SMILES string   NB(O)n1nc(O)[nH+]c1P(=O)(O)O
LUMO energy   -5.795 eV
DFT total energy   -28343.0058 eV

Okay, here come the Mulliken numbers, in e, for every atom:
1 N -0.46
2 B 0.25
3 O -0.53
4 N 0.62
5 N -0.48
6 C 0.32
7 O -0.40
8 N -0.05
9 C 0.14
10 P 0.83
11 O -0.57
12 O -0.48
13 O -0.46
14 H 0.28
15 H 0.26
16 H 0.31
17 H 0.40
18 H 0.30
19 H 0.36
20 H 0.37